(1)
Density functional theory data (ωB97M-V/def2-TZVPD) for a molecular structure, C32H28N3O2S2Tc.

Output
Frontier orbital gap (spin up / spin down) (eV): 5.48 / 5.42
Spin multiplicity: 2
Total charge: +3
M (g/mol): 648.7
Energy above the lowest of the compared OMol25 structures with the same formula, charge and spin (kJ/mol): 0.0
Calculated total energy (hartree): -2427.059682

Positions of all 68 atoms, in Å:
Tc1 -0.233 -0.287 0.105
N1 6.766 6.681 -2.517
C1 5.981 5.903 -2.206
C2 4.995 4.933 -1.820
C3 4.501 4.033 -2.765
C4 3.539 3.114 -2.399
C5 3.086 3.058 -1.074
C6 3.598 3.957 -0.130
C7 4.536 4.899 -0.503
C8 2.085 2.065 -0.678
C9 2.326 1.245 0.415
C10 3.475 1.182 1.229
C11 3.247 0.251 2.238
C12 1.983 -0.266 2.020
N2 1.412 0.299 0.924
C13 0.875 1.990 -1.434
C14 0.453 2.809 -2.451
C15 -0.825 2.359 -2.905
C16 -1.163 1.295 -2.141
N3 -0.151 1.037 -1.206
H1 4.879 4.060 -3.778
H2 3.178 2.400 -3.128
H3 3.220 3.952 0.885
H4 4.913 5.614 0.215
H5 4.378 1.751 1.075
H6 3.921 -0.027 3.031
H7 1.459 -1.017 2.594
H8 0.992 3.663 -2.831
H9 -1.409 2.789 -3.702
H10 -2.060 0.693 -2.165
O1 -1.260 0.170 1.655
S1 -2.806 -0.105 1.946
C17 -3.170 -1.363 0.692
C18 -2.511 -2.677 1.111
C19 -2.544 -3.798 0.070
C20 -1.797 -3.564 -1.236
S2 0.010 -3.414 -1.201
O2 0.259 -1.944 -0.681
C21 0.556 -4.525 0.043
C22 0.681 -4.216 1.392
C23 1.098 -5.213 2.257
C24 1.366 -6.491 1.774
C25 1.250 -6.778 0.422
C26 0.863 -5.784 -0.466
C27 -3.686 1.315 1.394
C28 -5.009 1.370 1.825
C29 -5.783 2.448 1.427
C30 -5.222 3.455 0.651
C31 -3.887 3.398 0.267
C32 -3.099 2.319 0.636
H11 -2.851 -0.956 -0.280
H12 -4.260 -1.431 0.650
H13 -3.014 -3.039 2.009
H14 -1.475 -2.495 1.411
H15 -3.578 -4.025 -0.203
H16 -2.157 -4.702 0.543
H17 -2.109 -2.676 -1.795
H18 -1.950 -4.409 -1.913
H19 0.494 -3.215 1.760
H20 1.219 -4.997 3.310
H21 1.688 -7.263 2.460
H22 1.484 -7.766 0.050
H23 0.814 -5.990 -1.530
H24 -5.430 0.603 2.467
H25 -6.815 2.513 1.744
H26 -5.826 4.305 0.363
H27 -3.454 4.207 -0.305
H28 -2.049 2.296 0.381

Now the Löwdin charges, all in e: 1.61, 0.22, -0.15, -0.18, 0.02, -0.01, -0.18, -0.01, 0.02, 0.00, -0.19, 0.07, 0.01, -0.07, -0.12, -0.19, 0.07, 0.01, -0.10, -0.17, 0.14, 0.13, 0.13, 0.14, 0.14, 0.13, 0.12, 0.14, 0.13, 0.12, -0.63, 1.19, -0.31, -0.24, -0.19, -0.29, 1.19, -0.65, -0.42, -0.08, -0.03, -0.01, -0.02, -0.06, -0.41, -0.06, -0.02, -0.01, -0.03, -0.07, 0.08, 0.13, 0.14, 0.06, 0.14, 0.13, 0.10, 0.12, 0.08, 0.13, 0.13, 0.13, 0.13, 0.13, 0.13, 0.13, 0.12, 0.09

=====

(2)
Density functional theory data (ωB97M-V/def2-TZVPD) for a molecular structure, C32H28N6OPbS2.

Output
Frontier orbital gap (eV): 7.24
Spin multiplicity: 1
Total charge: +2
M (g/mol): 784.0
Energy above the lowest of the compared OMol25 structures with the same formula, charge and spin (kJ/mol): 0.9
Calculated total energy (hartree): -2628.796411

Positions of all 70 atoms, in Å:
Pb1 -0.223 1.401 -1.844
S1 4.722 -0.426 3.855
N1 4.524 -1.070 2.395
C1 3.492 -0.446 1.852
C2 2.954 -0.706 0.527
C3 3.455 -1.693 -0.326
C4 2.878 -1.878 -1.562
C5 1.830 -1.049 -1.940
N2 1.350 -0.109 -1.128
C6 1.873 0.060 0.106
C7 1.238 1.034 1.005
N3 0.118 1.631 0.567
C8 -0.538 2.470 1.359
C9 -0.097 2.769 2.646
C10 1.056 2.173 3.105
C11 1.739 1.276 2.279
C12 2.913 0.529 2.698
N4 3.512 0.632 3.872
H1 4.290 -2.299 0.007
H2 3.229 -2.641 -2.242
H3 1.377 -1.128 -2.921
H4 -1.444 2.916 0.963
H5 -0.663 3.454 3.263
H6 1.439 2.368 4.099
N5 2.911 2.770 -4.639
C13 2.074 2.514 -3.643
O1 1.479 1.424 -3.558
C14 1.890 3.572 -2.576
C15 0.530 3.518 -1.903
H7 3.094 2.060 -5.332
H8 3.405 3.644 -4.706
H9 2.063 4.558 -3.010
H10 2.687 3.403 -1.846
H11 -0.251 4.001 -2.489
H12 0.544 3.914 -0.893
C16 0.596 -1.689 3.375
C17 -0.680 -2.530 3.427
C18 -0.284 -4.014 3.441
C19 -1.436 -2.183 4.718
C20 -1.585 -2.258 2.226
C21 -2.797 -2.972 2.110
C22 -3.655 -2.793 1.051
C23 -3.296 -1.868 0.070
S2 -4.137 -1.460 -1.385
C24 -2.884 -0.363 -1.790
N6 -1.917 -0.274 -0.926
C25 -2.116 -1.138 0.160
C26 -1.259 -1.339 1.248
C27 -2.858 0.383 -3.063
C28 -3.919 0.363 -3.967
C29 -3.823 1.051 -5.167
C30 -2.674 1.763 -5.485
C31 -1.609 1.804 -4.590
C32 -1.727 1.105 -3.404
H13 1.222 -1.924 4.239
H14 0.367 -0.620 3.413
H15 1.180 -1.902 2.472
H16 0.400 -4.208 4.270
H17 0.216 -4.295 2.511
H18 -1.149 -4.666 3.570
H19 -0.788 -2.335 5.583
H20 -2.319 -2.810 4.851
H21 -1.761 -1.140 4.712
H22 -3.065 -3.690 2.873
H23 -4.575 -3.358 0.977
H24 -0.338 -0.778 1.302
H25 -4.823 -0.187 -3.730
H26 -4.653 1.032 -5.861
H27 -2.601 2.290 -6.428
H28 -0.710 2.355 -4.842

Now the Löwdin charges, all in e: 1.59, 1.10, -0.18, -0.32, -0.07, 0.06, 0.01, -0.08, 0.01, -0.14, -0.17, 0.00, -0.09, 0.01, 0.05, -0.09, -0.32, -0.18, 0.14, 0.13, 0.13, 0.13, 0.13, 0.14, 0.23, -0.50, -0.09, -0.16, -0.21, 0.14, 0.13, 0.13, 0.14, 0.07, 0.05, -0.05, -0.55, -0.03, -0.03, -0.15, 0.00, -0.04, -0.44, 1.20, -0.54, 0.01, -0.26, 0.05, -0.25, -0.02, -0.03, -0.04, -0.09, -0.23, 0.10, 0.08, 0.09, 0.09, 0.09, 0.09, 0.09, 0.09, 0.09, 0.12, 0.12, 0.08, 0.11, 0.12, 0.12, 0.10

=====

(3)
Density functional theory data (ωB97M-V/def2-TZVPD) for 5 unconnected molecules or ions with the total composition C32H29F2NO9.

Output
SMILES: C[C@H](F)C1([C@H](C)F)CCC(=O)N1.O=C1C=CC(=O)C=C1.O=C1C=CC(=O)C=C1.O=C1C=CC(=O)C=C1.O=C1C=CC(=O)C=C1
Frontier orbital gap (eV): 8.26
Spin multiplicity: 1
M (g/mol): 609.6
Calculated total energy (hartree): -2168.260296

Positions of all 73 atoms, in Å:
C1 -0.390 2.279 -7.208
C2 -1.197 1.451 -6.124
F1 -0.684 1.774 -4.812
C3 -1.172 -0.141 -6.366
C4 -2.229 -0.653 -7.454
C5 -1.654 -1.663 -8.541
F2 -2.852 0.434 -8.177
C6 0.281 -0.840 -6.304
C7 0.171 -2.010 -5.221
C8 -1.221 -1.780 -4.396
O1 -1.660 -2.459 -3.460
N1 -1.754 -0.644 -5.092
H1 -0.306 3.373 -6.887
H2 -0.947 2.194 -8.201
H3 0.661 1.866 -7.274
H4 -2.292 1.770 -6.111
H5 -3.073 -1.207 -6.918
H6 -1.898 -2.721 -8.186
H7 -2.279 -1.501 -9.489
H8 -0.567 -1.515 -8.805
H9 0.826 -1.029 -7.272
H10 0.882 -0.056 -5.726
H11 1.052 -2.020 -4.497
H12 0.196 -3.012 -5.760
H13 -2.621 -0.224 -4.752
O2 -1.791 1.780 1.284
C9 -1.176 1.061 0.521
C10 -0.448 1.617 -0.640
C11 0.224 0.827 -1.478
C12 0.271 -0.637 -1.281
O3 0.888 -1.358 -2.047
C13 -0.457 -1.193 -0.121
C14 -1.129 -0.404 0.717
H14 -0.493 2.691 -0.769
H15 0.762 1.217 -2.333
H16 -0.412 -2.267 0.008
H17 -1.666 -0.794 1.572
O4 2.858 -1.633 1.826
C15 2.894 -2.825 1.582
C16 3.433 -3.796 2.557
C17 3.471 -5.100 2.284
C18 2.973 -5.630 0.996
O5 3.006 -6.820 0.748
C19 2.433 -4.657 0.021
C20 2.396 -3.353 0.296
H18 3.793 -3.391 3.495
H19 3.864 -5.826 2.985
H20 2.073 -5.061 -0.917
H21 2.003 -2.626 -0.404
O6 3.957 2.985 5.321
C21 3.082 2.145 5.233
C22 2.213 1.819 6.384
C23 1.255 0.896 6.288
C24 1.020 0.162 5.026
O7 0.144 -0.678 4.939
C25 1.889 0.488 3.875
C26 2.847 1.410 3.971
H22 2.397 2.366 7.300
H23 0.610 0.645 7.120
H24 1.704 -0.059 2.960
H25 3.491 1.662 3.138
O8 -0.057 2.971 8.478
C27 -1.165 3.240 8.050
C28 -2.186 3.876 8.912
C29 -3.400 4.168 8.444
C30 -3.777 3.871 7.045
O9 -4.883 4.140 6.620
C31 -2.756 3.236 6.184
C32 -1.543 2.944 6.652
H26 -1.893 4.087 9.933
H27 -4.159 4.633 9.061
H28 -3.049 3.025 5.163
H29 -0.784 2.480 6.036

Now the Löwdin charges, all in e: -0.03, -0.26, -0.07, -0.30, -0.23, -0.04, -0.08, -0.09, -0.06, -0.37, 0.03, 0.06, 0.09, 0.09, 0.08, 0.15, 0.15, 0.09, 0.09, 0.07, 0.11, 0.12, 0.11, 0.12, 0.15, 0.10, -0.39, 0.03, 0.03, -0.38, 0.08, 0.02, 0.03, 0.12, 0.12, 0.12, 0.13, 0.09, -0.37, 0.03, 0.02, -0.39, 0.11, 0.04, 0.02, 0.12, 0.12, 0.13, 0.09, 0.10, -0.38, 0.02, -0.01, -0.39, 0.10, 0.02, 0.03, 0.12, 0.12, 0.09, 0.12, 0.09, -0.37, 0.02, 0.02, -0.39, 0.11, 0.03, 0.03, 0.12, 0.12, 0.13, 0.10

=====

(4)
Density functional theory data (ωB97M-V/def2-TZVPD) for a molecular structure, C32H29HgN12.

Output
Frontier orbital gap (spin up / spin down) (eV): 4.56 / 7.70
Spin multiplicity: 2
M (g/mol): 782.3
Energy above the lowest of the compared OMol25 structures with the same formula, charge and spin (kJ/mol): 161.2
Calculated total energy (hartree): -2047.388324

Positions of all 74 atoms, in Å:
Hg1 0.102 0.343 -0.174
C1 2.571 -2.422 1.092
N1 1.386 -2.503 0.267
C2 0.433 -3.556 0.542
C3 -0.967 -3.033 0.410
N2 -1.282 -1.762 0.364
C4 -2.652 -1.697 0.402
C5 -3.496 -0.593 0.446
C6 -4.850 -0.834 0.549
C7 -5.363 -2.130 0.590
C8 -4.539 -3.242 0.544
C9 -3.175 -3.005 0.460
N3 -2.073 -3.834 0.455
C10 3.167 -1.058 0.943
N4 2.472 0.049 0.895
C11 3.378 1.068 0.747
C12 3.179 2.441 0.644
C13 4.298 3.231 0.478
C14 5.578 2.683 0.394
C15 5.797 1.322 0.493
C16 4.681 0.526 0.689
N5 4.509 -0.834 0.818
H1 3.327 -3.196 0.859
H2 2.264 -2.557 2.136
H3 1.632 -2.485 -0.715
H4 0.564 -3.896 1.578
H5 0.567 -4.437 -0.108
H6 -3.088 0.405 0.420
H7 -5.534 -0.001 0.603
H8 -6.430 -2.273 0.667
H9 -4.939 -4.246 0.585
H10 -2.089 -4.842 0.479
H11 2.185 2.854 0.692
H12 4.186 4.300 0.402
H13 6.418 3.339 0.239
H14 6.790 0.905 0.424
H15 5.240 -1.527 0.839
N6 -0.730 -0.918 3.207
C17 -1.147 0.372 3.130
N7 -1.809 0.849 4.181
C18 -2.064 2.168 4.128
N8 -2.804 2.683 5.137
N9 -1.674 2.984 3.169
C19 -1.083 2.406 2.104
N10 -0.827 1.067 2.040
C20 -0.713 3.249 1.017
C21 -0.666 4.649 1.196
C22 -0.295 5.459 0.163
C23 0.011 4.869 -1.080
C24 -0.037 3.499 -1.184
N11 -0.371 2.688 -0.184
H16 -1.204 -1.492 3.883
H17 -0.441 -1.322 2.330
H18 -2.952 2.115 5.951
H19 -2.911 3.680 5.194
H20 -0.907 5.032 2.174
H21 -0.223 6.530 0.293
H22 0.284 5.478 -1.927
H23 0.192 3.014 -2.127
C25 0.965 -0.068 -2.228
C26 0.241 -0.825 -3.271
C27 -0.260 -2.118 -3.058
C28 -0.787 -2.865 -4.087
C29 -0.818 -2.344 -5.383
C30 -0.384 -1.035 -5.605
C31 0.126 -0.292 -4.563
C32 -1.237 -3.151 -6.458
N12 -1.528 -3.832 -7.336
H24 1.277 0.893 -2.643
H25 1.882 -0.603 -1.961
H26 -0.239 -2.535 -2.062
H27 -1.165 -3.864 -3.917
H28 -0.419 -0.638 -6.610
H29 0.474 0.713 -4.761

Now the Löwdin charges, all in e: 1.11, -0.14, -0.07, -0.14, -0.32, 0.08, -0.23, 0.00, -0.08, -0.09, -0.02, -0.19, 0.17, -0.30, 0.12, -0.22, 0.00, -0.08, -0.09, -0.02, -0.19, 0.16, 0.13, 0.13, 0.10, 0.13, 0.13, 0.10, 0.11, 0.10, 0.11, 0.17, 0.10, 0.10, 0.10, 0.11, 0.16, 0.15, -0.49, 0.14, -0.49, 0.14, 0.14, -0.32, 0.08, -0.27, -0.04, -0.09, -0.10, -0.20, -0.04, 0.10, 0.04, 0.09, 0.09, 0.10, 0.10, 0.09, 0.09, -0.22, -0.31, -0.05, -0.03, -0.25, -0.02, -0.04, -0.21, 0.15, 0.02, 0.03, 0.08, 0.12, 0.12, 0.11

=====

(5)
Density functional theory data (ωB97M-V/def2-TZVPD) for a molecular structure, C32H29IIrN6O3S.

Output
Frontier orbital gap (eV): 7.10
Spin multiplicity: 1
Total charge: +1
M (g/mol): 896.8
Energy above the lowest of the compared OMol25 structures with the same formula, charge and spin (kJ/mol): 0.0
Calculated total energy (hartree): -2591.061172

Positions of all 73 atoms, in Å:
Ir1 0.465 -1.266 0.081
C1 -3.065 3.986 0.194
C2 -2.786 3.579 -1.225
C3 -2.618 4.521 -2.233
C4 -2.378 4.144 -3.546
C5 -2.323 2.800 -3.881
C6 -2.494 1.842 -2.894
C7 -2.700 2.235 -1.582
N1 -2.887 1.245 -0.573
C8 -2.127 0.125 -0.388
N2 -2.823 -0.972 -0.058
C9 -2.383 -2.269 0.267
C10 -1.024 -2.566 0.374
C11 -0.695 -3.899 0.687
C12 -1.662 -4.864 0.865
C13 -3.006 -4.523 0.749
C14 -3.392 -3.231 0.451
C15 -4.849 -2.872 0.333
N3 -0.814 0.137 -0.528
C16 -0.156 1.417 -0.660
C17 -0.193 2.285 0.427
C18 0.446 3.511 0.358
C19 1.131 3.857 -0.800
C20 1.181 2.973 -1.865
C21 0.544 1.735 -1.821
C22 0.662 0.806 -2.995
H1 -3.004 5.067 0.303
H2 -2.350 3.530 0.882
H3 -4.068 3.686 0.512
H4 -2.677 5.573 -1.979
H5 -2.251 4.900 -4.309
H6 -2.163 2.496 -4.907
H7 -2.473 0.786 -3.142
H8 -3.722 1.308 -0.013
H9 -3.818 -0.876 -0.185
H10 0.344 -4.186 0.817
H11 -1.380 -5.879 1.108
H12 -3.768 -5.277 0.899
H13 -5.470 -3.746 0.512
H14 -5.105 -2.503 -0.666
H15 -5.142 -2.114 1.065
H16 -0.720 1.987 1.325
H17 0.409 4.190 1.199
H18 1.632 4.814 -0.869
H19 1.729 3.242 -2.760
H20 1.697 0.760 -3.336
H21 0.059 1.167 -3.827
H22 0.333 -0.208 -2.761
O1 4.132 -0.101 4.663
S1 3.011 -0.987 4.630
O2 2.512 -1.576 5.828
N4 1.770 -0.248 3.799
C23 1.581 -0.833 2.675
O3 0.681 -0.394 1.823
C24 2.434 -2.007 2.361
C25 2.471 -2.796 1.232
C26 3.379 -3.840 1.159
C27 4.248 -4.072 2.222
C28 4.226 -3.273 3.363
C29 3.307 -2.246 3.399
H23 1.826 -2.638 0.338
H24 3.422 -4.469 0.280
H25 4.955 -4.888 2.154
H26 4.907 -3.447 4.184
I1 6.278 0.325 -1.779
C30 4.435 0.374 -0.869
C31 4.008 1.239 0.118
N5 2.744 0.902 0.409
N6 2.323 -0.131 -0.333
C32 3.344 -0.465 -1.115
H27 4.504 2.055 0.614
H28 2.102 1.336 1.059
H29 3.256 -1.276 -1.820

Now the Löwdin charges, all in e: 1.35, -0.02, -0.21, -0.02, -0.06, -0.07, -0.03, -0.21, 0.14, -0.32, 0.17, -0.20, -0.23, -0.11, -0.06, -0.03, -0.21, -0.04, -0.01, -0.28, -0.07, -0.07, -0.06, -0.02, -0.24, -0.03, 0.09, 0.06, 0.09, 0.12, 0.11, 0.11, 0.12, 0.16, 0.13, 0.08, 0.11, 0.12, 0.09, 0.09, 0.09, 0.13, 0.12, 0.11, 0.13, 0.09, 0.08, 0.06, -0.27, 0.66, -0.26, 0.04, -0.47, -0.17, -0.15, -0.08, -0.04, -0.03, 0.00, -0.19, 0.04, 0.12, 0.12, 0.13, 0.92, -0.76, -0.10, 0.04, -0.11, -0.19, 0.14, 0.14, 0.12

=====

(6)
Density functional theory data (ωB97M-V/def2-TZVPD) for a molecular structure, C32H30BrFNO5P2RuS.

Output
Frontier orbital gap (spin up / spin down) (eV): 7.55 / 8.00
Spin multiplicity: 2
M (g/mol): 802.6
Energy above the lowest of the compared OMol25 structures with the same formula, charge and spin (kJ/mol): 362.8
Calculated total energy (hartree): -5517.998400

Positions of all 74 atoms, in Å:
Ru1 -1.280 -0.190 -0.167
O1 -3.902 -0.653 -3.079
S1 -2.648 -0.436 -2.433
O2 -1.534 -0.267 -3.384
O3 -2.656 0.782 -1.542
O4 -2.260 -1.584 -1.511
O5 -4.795 3.564 3.760
C1 -4.003 2.928 2.879
C2 -2.756 3.414 2.490
C3 -2.025 2.687 1.576
N1 -2.443 1.535 1.059
C4 -3.630 1.075 1.442
Br1 -4.195 -0.580 0.729
C5 -4.454 1.733 2.333
H1 -4.377 4.374 4.068
H2 -2.360 4.337 2.894
H3 -1.057 3.035 1.236
H4 -5.416 1.328 2.606
C6 2.709 -1.045 -0.240
C7 2.391 -0.005 0.827
P1 0.654 -0.180 1.425
C8 0.801 -1.863 2.114
C9 1.517 -2.108 3.279
C10 1.642 -3.405 3.756
C11 1.067 -4.460 3.067
C12 0.360 -4.222 1.896
C13 0.221 -2.928 1.424
C14 0.597 0.988 2.807
C15 1.210 2.234 2.674
C16 1.097 3.185 3.675
C17 0.355 2.906 4.814
C18 -0.267 1.672 4.947
C19 -0.154 0.716 3.950
C20 2.325 -0.570 -1.629
P2 0.492 -0.480 -2.159
C21 0.723 1.147 -2.966
C22 0.282 2.277 -2.279
C23 0.391 3.534 -2.849
C24 0.950 3.675 -4.111
C25 1.423 2.561 -4.785
C26 1.319 1.301 -4.213
C27 0.562 -1.904 -3.293
C28 0.181 -1.868 -4.632
C29 0.236 -3.020 -5.399
C30 0.647 -4.220 -4.838
C31 1.017 -4.266 -3.503
C32 0.975 -3.113 -2.735
H5 2.217 -1.991 -0.001
H6 3.784 -1.238 -0.233
H7 2.560 0.997 0.426
H8 3.035 -0.135 1.700
H9 1.963 -1.285 3.824
H10 2.188 -3.591 4.673
H11 1.162 -5.470 3.444
H12 -0.092 -5.045 1.358
H13 -0.365 -2.728 0.535
H14 1.784 2.464 1.784
H15 1.588 4.144 3.563
H16 0.270 3.647 5.599
H17 -0.856 1.451 5.828
H18 -0.654 -0.237 4.041
H19 2.806 -1.211 -2.369
H20 2.714 0.439 -1.772
H21 -0.168 2.158 -1.302
H22 0.026 4.406 -2.321
H23 1.019 4.655 -4.568
H24 1.871 2.670 -5.764
H25 1.703 0.436 -4.738
H26 -0.184 -0.948 -5.060
H27 -0.069 -2.981 -6.437
H28 0.669 -5.120 -5.439
H29 1.332 -5.200 -3.056
H30 1.258 -3.155 -1.688
F1 -1.492 -0.755 1.994

Now the Löwdin charges, all in e: 1.04, -0.26, 0.24, -0.42, -0.45, -0.50, 0.09, -0.30, 0.01, -0.12, -0.04, -0.69, 0.92, -0.02, 0.11, 0.12, 0.11, 0.12, -0.30, -0.32, 0.99, -0.36, -0.08, -0.08, -0.08, -0.07, -0.11, -0.35, -0.11, -0.09, -0.09, -0.07, -0.08, -0.30, 1.07, -0.36, -0.11, -0.08, -0.09, -0.08, -0.08, -0.34, -0.08, -0.06, -0.08, -0.08, -0.09, 0.08, 0.12, 0.08, 0.09, 0.11, 0.10, 0.10, 0.11, 0.08, 0.10, 0.10, 0.10, 0.11, 0.11, 0.09, 0.08, 0.06, 0.10, 0.10, 0.10, 0.11, 0.10, 0.11, 0.10, 0.10, 0.09, -0.55